Record 1
C35H21BrN7NiO10 | wB97M-V/def2-TZVPD

```
75
Properties=species:S:1:pos:R:3
Br -5.28352 3.56258 1.92328
Ni 0.54352 0.00345 -0.00966
O 2.52396 3.25238 2.00116
O 5.21360 -2.18430 5.33289
O 2.02196 0.87750 0.96026
O 4.49824 3.35638 2.83921
O -0.41779 -0.89107 -1.53972
O 2.18373 -3.23959 1.88324
O 5.86112 -0.16778 5.72178
O -3.63724 -5.25101 3.51147
O 1.16520 -1.74408 0.61160
O -4.85509 -3.75662 4.58296
N 0.07041 1.99083 -0.37833
N -1.63952 1.39512 -2.53749
N 3.50430 2.72987 2.49956
N -1.19007 0.25349 1.19882
N -5.73316 -1.31713 -2.91067
N 5.20218 -0.98832 5.10111
N -6.55887 -0.50687 -2.43501
C -3.55702 2.46696 -3.47383
C -2.32373 0.23121 -2.48815
C -6.84162 1.65438 -1.41003
C -3.67499 0.13763 -2.88467
C -2.34981 -3.12360 2.02792
C 0.81363 2.83050 -1.08052
C -1.90970 -0.77701 1.86144
C 1.99116 -2.08054 1.53512
C -1.69023 -2.07321 1.41281
C -5.08090 1.03196 0.63523
C -6.18896 0.42893 -1.41873
C -6.57632 2.59668 -0.42665
C -0.15848 4.71798 0.01523
C -3.98117 -3.97706 3.79028
C 4.35378 -0.50846 4.02048
C -3.59557 -2.24765 -2.54701
C -2.26858 -2.18433 -2.14921
C -4.34945 -1.11054 -2.79234
C 3.57839 -1.40820 3.29303
C -5.68452 2.28087 0.58199
C 3.50947 1.28350 2.72675
C 0.72817 4.20588 -0.91608
C -0.79363 2.48552 0.51090
C -0.95192 3.84168 0.73894
C 4.33590 0.84052 3.73770
C -4.26198 1.29914 -3.43453
C -1.57027 1.46768 1.24136
C -3.44865 -1.58680 3.51394
C -2.24034 2.46899 -2.98076
C 2.76844 -0.98361 2.26420
C -3.23335 -2.89211 3.07686
C -1.59342 -0.95284 -2.02543
C -2.78347 -0.53257 2.92109
C -5.32917 0.11292 -0.36286
C 2.70665 0.40892 1.92628
H -1.65875 3.38776 -2.97715
H -7.06015 3.56322 -0.44608
H -7.54572 1.87261 -2.20283
H -1.65863 4.19195 1.47842
H 1.35827 4.85567 -1.50626
H -4.41919 0.77882 1.45310
H -4.13298 -1.42229 4.33423
H -0.98715 -2.24762 0.61017
H 3.60318 -2.46521 3.51414
H -0.22846 5.78434 0.18161
H 1.49051 2.38629 -1.79817
H -2.87623 -5.27525 2.92153
H -4.85458 -0.85854 -0.31936
H -2.14007 -4.11947 1.65548
H -2.92634 0.46684 3.30886
H -3.98964 3.36821 -3.88790
H -1.72131 -3.07731 -1.87853
H -2.46695 1.79484 1.76681
H -5.26200 1.25015 -3.84893
H -4.11476 -3.19900 -2.57489
H 4.93491 1.53796 4.30145
```

Output
- E_HOMO (spin up / spin down): -5.1 / -5.2 eV
- Max |F|: 0.68 eV/A
- Net charge: -1
- LUMO (spin up / spin down): 0.780 / 0.791 eV
- Spin multiplicity: 3

---

Record 2
C3H7NO | wB97M-V/def2-TZVPD

```
12
Properties=species:S:1:pos:R:3
O -1.86193 -2.82284 0.43499
N 0.36268 -3.01341 0.07073
C 0.84189 3.66104 -0.01706
C -0.94171 -3.27918 -0.19830
C -0.19838 2.84863 -0.14395
H 1.15576 -3.59378 -0.15149
H -1.13430 -4.01196 -1.00654
H -0.89469 2.79744 0.69712
H 1.70843 3.61855 -0.65834
H -0.45952 2.10531 -0.87908
H 0.45729 -2.46690 0.91592
H 0.96448 4.15710 0.93599
```

Output
- E_HOMO: -10.2 eV
- Max |F|: 1.32 eV/A
- Structure (SMILES): NC=O.C=C
- LUMO: 0.900 eV
- Spin multiplicity: 1

---

Record 3
C5H7N2 | wB97M-V/def2-TZVPD

```
14
Properties=species:S:1:pos:R:3
N 1.16992 0.85325 -0.29880
N 2.22924 0.07909 0.29162
C -0.87011 0.31687 0.05488
C 1.58737 -1.03673 -0.03357
C -2.24314 -0.14301 0.09262
C -0.02660 1.31105 0.38104
C 0.46293 -0.38821 -0.62518
H 0.22813 -0.58150 -1.78304
H 2.12752 -2.05561 0.09375
H -2.73621 0.05804 1.02560
H -2.03397 -1.27504 -0.16447
H -2.86910 0.38041 -0.76774
H -0.05427 2.12807 0.98348
H 3.02827 0.35333 0.74980
```

Output
- E_HOMO: -14.1 eV
- Max |F|: 6.35 eV/A
- Net charge: +1
- LUMO: -5.257 eV
- Spin multiplicity: 1

---

Record 4
C32H52F3O7P | wB97M-V/def2-TZVPD

```
95
Properties=species:S:1:pos:R:3
P 3.55908 -5.26800 4.25593
F 2.73033 0.37638 -5.65580
F 2.08896 2.14801 -4.61505
F 1.02178 0.31118 -4.26226
O 2.85560 -4.87703 2.80676
O 4.77881 -6.07887 3.54077
O 1.21391 -2.89876 -1.50652
O 2.59347 -6.18775 4.88048
O 4.30148 0.45496 -0.48009
O 4.45699 -4.72763 5.54099
O 3.05721 -0.56380 2.00206
C 4.99560 -3.38850 5.58831
C -3.25384 2.99223 -2.21806
C -1.51444 -2.26090 3.11818
C -5.42331 -0.16567 -2.16208
C -0.71585 2.85847 -1.53428
C -0.60395 5.32410 1.00724
C 0.18995 0.43865 1.84022
C 2.69410 -3.47859 2.48784
C -1.69820 -1.69559 4.16032
C 2.47338 -0.42082 0.95842
C -1.04900 -1.28787 -0.44080
C 0.41629 -1.10566 -0.12858
C 3.15418 -0.91641 -2.80563
C 6.12910 -5.63876 3.58330
C 2.25479 0.79922 -4.47756
C -4.29196 2.03880 -2.86070
C -0.77799 4.38366 -1.39288
C -1.97111 -1.72318 0.71816
C -0.10397 3.01207 2.00805
C 0.47571 4.30477 1.39031
C -5.25763 -0.94191 -4.58715
C -2.09448 2.14586 -1.66340
C 3.19455 0.54968 -3.32428
C -6.18175 -0.28524 -3.51583
C 0.96920 -0.39462 0.85861
C 3.16852 -0.30624 -0.38581
C 1.39233 -1.79538 -1.05709
C -5.12535 1.29504 -1.79376
C 2.61107 -0.97331 -1.39449
C -1.53610 4.84196 -0.12217
C 0.88245 1.83736 1.92232
C -1.35157 -2.72621 1.72843
H 1.02743 4.04731 0.47928
H -4.67099 -0.16623 -5.08474
H -1.11105 -2.06986 -1.20237
H -2.91442 3.70403 -2.96920
H 1.19586 4.73631 2.09052
H -3.75887 1.28948 -3.45276
H -4.58147 1.30065 -0.84089
H 4.11699 -1.41166 -2.91116
H -1.43933 -0.37184 -0.88884
H 6.20889 -4.55103 3.55515
H -7.03833 -0.95007 -3.41187
H 2.43779 -1.45795 -3.42922
H 1.59417 1.89743 2.74717
H -3.77489 3.48300 -1.39207
H 6.63770 -6.03638 2.70683
H -2.37300 -0.88216 1.28373
H -0.21283 2.46219 -0.64331
H 0.13637 -0.00651 2.83229
H -0.24006 3.24790 3.07026
H -0.12148 6.24889 0.67822
H -4.56495 -1.64822 -4.13000
H 1.46382 1.98173 1.00038
H -4.94694 2.62701 -3.50851
H -6.10530 -0.54786 -1.39561
H 6.62266 -6.02385 4.47709
H 0.25049 4.75529 -1.34498
H -2.15412 5.69209 -0.42678
H 2.93020 1.26351 -2.54538
H 4.07357 1.35357 -0.74585
H -1.08487 2.79210 1.58281
H -1.91100 -3.66321 1.65956
H -1.23064 4.82091 -2.28312
H -2.21577 4.06799 0.23991
H 3.65908 -2.97072 2.45224
H -1.95139 1.29211 -2.33413
H -6.05528 1.83595 -1.59200
H -6.45757 0.70383 -3.88090
H -4.50187 -0.75024 -2.16399
H -0.08793 2.54270 -2.37424
H 2.04954 -2.99164 3.22359
H 2.22608 -3.41053 1.50732
H -0.30581 -2.97347 1.54137
H -5.88619 -1.43676 -5.32905
H 4.72535 -2.94182 6.54366
H -2.07120 -1.15987 5.00144
H -2.84569 -2.20413 0.27334
H -1.22304 5.53692 1.88536
H 4.22070 0.77590 -3.61449
H 6.08309 -3.42740 5.52159
H 4.61329 -2.75879 4.78435
H -2.34378 1.71430 -0.68795
H -0.80124 0.63340 1.43345
```

Output
- E_HOMO: -9.7 eV
- Max |F|: 5.74 eV/A
- Structure (SMILES): C#CCCCC1=C(CCCCCCCCCCCCCCC)C(=O)C(O)=C(CCC(F)(F)F)C1=O.COP(=O)(OC)OC
- LUMO: -0.859 eV
- Spin multiplicity: 1

---

Record 5
C48H118Cl2N15O13P5 | wB97M-V/def2-TZVPD

```
201
Properties=species:S:1:pos:R:3
Cl -0.29145 -0.40389 0.05226
Cl -2.65911 0.27621 2.14728
P 1.31921 3.55908 -0.91503
P 4.67592 -2.47451 -2.81811
P -1.60819 -1.01995 -6.39275
P -2.48239 5.04173 4.69574
P 3.46372 -1.85999 4.10738
O 4.51064 -1.85847 -4.13421
O -2.03468 0.34009 -6.76786
O -1.36050 5.89597 4.32616
O -5.38514 -3.81303 0.24225
O -3.86075 1.74461 -4.04954
O -4.81894 1.17917 -2.08914
O -3.30048 -3.20630 4.95435
O -4.98435 -1.74715 1.19193
O 2.89092 -2.18716 5.50280
O -1.05483 -3.25227 5.68820
O -2.15102 -3.88140 -0.21905
O -0.76480 -4.19253 -1.86335
O 0.18477 2.66864 -1.21144
N 1.91387 3.36234 0.74306
N 3.16016 -2.92345 -2.06735
N -3.70980 5.72689 5.72597
N 3.89904 -3.20494 3.05636
N -1.13167 -1.94671 -7.83410
N -3.35276 4.52911 3.24113
N 4.94616 -1.00603 4.26990
N 2.47714 -0.77247 3.20002
N -2.05941 3.55828 5.57061
N 2.73874 3.29721 -1.87359
N 5.44806 -1.43729 -1.69717
N -0.22906 -1.15205 -5.36952
N 5.77193 -3.80271 -2.74802
N -2.76302 -2.13096 -5.61482
N 0.97532 5.21269 -1.10074
C -4.42309 3.50746 3.34818
C -3.57221 3.26471 -2.27519
C -5.80290 -3.22551 -2.01685
C 1.90702 6.28198 -0.77296
C -5.24433 -2.42686 0.21148
C -3.77205 -1.08240 5.74369
C 2.93871 4.03321 -3.16393
C 5.05117 -0.06219 5.36065
C 3.23635 3.93235 1.05215
C -3.90888 -2.60682 -6.35970
C -1.95661 -0.06291 -0.40438
C 5.39048 -1.76903 -0.24676
C -1.00201 -4.17550 -0.67677
C 2.87283 -3.78732 2.17721
C -2.09046 -2.65136 5.40263
C -3.24663 5.15171 1.92374
C -1.39429 3.68717 6.86048
C -0.35178 5.71434 -1.24730
C -0.08585 -4.50849 0.47718
C -1.78313 2.24914 4.92508
C -0.81203 -3.91800 1.60799
C -2.26430 -4.00777 1.18865
C -3.24469 3.77209 -3.59439
C -4.25282 -2.15033 4.77901
C 1.15597 -0.41565 3.73885
C 0.52368 0.02379 -5.11710
C 2.50076 -4.20578 -2.33876
C -5.42119 -1.94253 -1.23478
C -3.84326 7.19096 5.93923
C -3.07331 -1.80185 -4.21624
C 1.06876 2.97823 1.85541
C 2.24212 -1.91337 -1.59584
C -0.76820 -3.35831 -7.76664
C 0.17523 -2.37794 -4.70661
C -4.85248 4.85766 6.18279
C 2.92794 -0.00369 2.06876
C -1.00923 -1.37652 -9.14753
C -5.30922 -4.41038 -1.08389
C -2.55637 0.98377 0.51772
C 5.93443 -4.69211 -1.64020
C 4.85603 -4.20367 3.60792
C -3.12120 2.73282 -4.61259
C 3.40277 1.94156 -1.77725
C 6.62249 -0.61833 -2.11154
C 5.97849 -0.95310 3.19751
C 6.55011 -4.16961 -3.94878
C -4.18309 1.96511 -2.78392
C -2.25453 -1.16227 5.62817
H -1.93899 4.47549 7.38005
H 2.95978 1.22416 -2.46804
H 2.52535 3.46360 -3.99627
H -2.63874 -4.98427 1.49579
H -5.03243 4.95474 7.25344
H -0.26141 -2.29092 -3.71168
H 1.25973 -2.42106 -4.60606
H -0.78738 1.82041 5.03802
H 6.98814 -4.86617 -1.42225
H 6.72861 0.25027 -1.46163
H -6.05867 -5.20182 -1.07775
H 2.01322 -1.33263 -2.48940
H 3.24618 4.99645 1.28815
H 2.66526 -1.29909 -0.80104
H 4.45934 2.02826 -2.03072
H -5.26863 -3.25610 -2.96644
H 5.53779 -4.14924 -0.78225
H -4.81808 7.40862 6.37564
H -3.06976 7.48175 6.65004
H 5.84179 -0.13791 2.48697
H 2.42885 4.99503 -3.21917
H -3.32088 -2.72673 -3.69528
H 2.14479 0.34123 1.39362
H 0.29964 -3.55585 -7.86039
H 1.03809 3.69297 2.67779
H 4.48714 -2.23722 0.14424
H 6.51216 -0.30743 -3.15042
H 4.09924 0.46489 5.42481
H 6.00776 -1.83356 2.55562
H -3.71358 -3.19624 -7.25555
H 0.88722 -4.02574 0.38675
H 2.05874 -4.58265 -1.41643
H 6.34316 -2.28249 -0.11692
H -4.07139 2.67834 3.96215
H 7.51790 -1.22717 -1.98641
H -3.92290 4.51147 -4.02038
H 1.30959 0.27184 4.57063
H 2.90099 6.06290 -1.16299
H -5.31490 3.97073 3.77025
H -0.21081 -3.26499 -5.20881
H -4.40156 -1.66387 -6.59677
H -6.13343 -1.11912 -1.18158
H 6.30379 -5.15778 -4.33730
H -5.25069 -2.53916 4.98188
H -0.46742 -0.43091 -9.12857
H -2.04320 2.32566 3.86932
H -4.70116 3.18885 2.34356
H -4.03471 -1.25177 6.78792
H 3.35112 -4.28630 1.33439
H 0.51158 0.14578 3.06235
H 3.98202 4.32080 -3.29396
H -2.65086 3.12160 -1.71063
H 4.53205 -5.15962 4.01937
H 3.61270 -0.54569 1.41651
H -4.55144 -3.21155 -5.71975
H -2.55374 -0.97106 -0.32196
H -1.98441 0.28044 -1.43851
H -2.32270 4.33718 -3.45763
H 1.64127 7.24040 -1.21895
H -2.88730 -3.19052 1.55209
H -4.24411 3.85894 -1.65589
H 0.04257 2.97770 1.48794
H 0.66916 -1.25141 4.24147
H 5.35073 -5.58680 -1.85683
H -6.86724 -3.37537 -2.19806
H -5.72707 5.24880 5.66298
H -2.21154 -1.35323 -3.72208
H 2.28998 -2.96368 1.76489
H -1.22396 -3.82837 -8.63808
H -2.00477 -1.25082 -9.57321
H -4.26804 -1.89215 3.72014
H -4.24693 5.45652 1.61618
H 5.90836 0.60812 5.29723
H 5.23211 -0.52757 6.32956
H 0.13174 0.84892 -5.71178
H 3.25996 -4.92239 -2.65209
H -2.09962 2.35457 -4.65008
H -1.30008 2.75057 7.41002
H 1.58801 -0.13781 -5.28790
H -2.02913 1.93375 0.60523
H 5.59171 -4.34037 2.81534
H -0.08465 -5.59020 0.61137
H -2.63432 6.05128 1.98645
H -3.45287 3.11402 -5.57840
H -0.31929 6.55107 -1.94510
H 7.61698 -4.28822 -3.75953
H 0.36935 0.36055 -4.09198
H 3.53484 0.85166 2.36566
H -1.68941 -0.84387 6.50415
H 4.02340 3.62085 0.36541
H 3.55711 3.49244 1.99645
H 1.24683 -2.30035 -1.37737
H 3.36301 1.57643 -0.75100
H -4.65497 3.80526 5.97896
H -2.76403 4.46196 1.23132
H -0.75479 6.08448 -0.30460
H -2.44556 1.53686 5.41696
H -0.39391 4.00958 6.57167
H -0.71657 -4.49043 2.53065
H 5.45127 -0.80688 0.26183
H -4.53488 -1.53234 -1.71881
H -0.62159 -2.92619 2.01803
H -2.01753 -0.63264 4.70544
H -3.58416 1.19164 0.22015
H -3.72340 7.70608 4.98614
H -4.35966 -4.86802 -1.36140
H 6.58502 -3.36575 -4.68409
H -4.11825 -0.09668 5.43289
H 2.03472 6.36816 0.30610
H -3.87749 -1.06816 -4.16070
H -0.37977 -2.00190 -9.78060
H 6.93686 -0.89181 3.71314
H 1.25370 1.95479 2.18170
H -1.05267 4.98293 -1.64966
H -1.10718 -3.82400 -6.84126
H 1.88805 -4.12737 -3.23683
H 2.22228 -4.54523 2.61362
H 5.46899 -3.82161 4.42426
```

Output
- E_HOMO: -7.8 eV
- Max |F|: 6.08 eV/A
- Structure (SMILES): CN(C)P(=O)(N(C)C)N(C)C.CN(C)P(=O)(N(C)C)N(C)C.CN(C)P(=O)(N(C)C)N(C)C.CN(C)P(=O)(N(C)C)N(C)C.CN(C)P(=O)(N(C)C)N(C)C.O=C1CCCO1.O=C1CCCO1.O=C1CCCO1.O=C1CCCO1.ClCCCl
- LUMO: 0.539 eV
- Spin multiplicity: 1

---

Record 6
C27H27CrN2O3 | wB97M-V/def2-TZVPD

```
60
Properties=species:S:1:pos:R:3
Cr 3.59838 4.25372 -0.17763
O 0.61099 4.76059 0.14784
O 3.69996 6.19602 -2.52754
O 4.16154 6.76888 1.44738
N -1.19054 -3.65589 0.09509
N -0.28187 -1.48251 0.24800
C -2.58124 1.06361 0.37323
C -3.58273 1.64802 -0.40362
C 3.74722 2.37833 -1.16337
C 4.99660 3.34082 1.15429
C -3.29423 2.06666 -1.71012
C 1.98679 1.25672 0.19519
C -1.99567 1.96077 -2.20424
C 3.63267 5.40755 -1.67097
C 0.91338 -3.41853 1.18722
C 1.02377 -2.06837 0.54053
C -4.43690 -3.58579 0.67186
C 0.09500 -4.28825 0.29155
C 5.60395 3.51102 -0.09772
C 1.74430 4.50836 0.01655
C -3.42152 -4.71593 0.78962
C 3.77310 2.66703 1.23768
C -1.01557 1.29583 -1.46545
C -2.76100 -1.95840 -0.38029
C 3.91260 5.80551 0.83753
C 1.01111 0.52695 0.33190
C 3.20049 2.05594 0.09764
C -0.33573 -0.06576 0.55037
C -2.26657 -4.63366 -0.19622
C -1.34578 0.75903 -0.21718
C 4.97793 3.04641 -1.25969
C -1.34083 -2.32917 0.03332
C -3.79414 -2.19779 0.73151
H 3.20240 2.07006 -2.06297
H 0.46446 -3.31039 2.18221
H -0.06913 -5.26379 0.75830
H 1.90862 -3.84902 1.31352
H 0.60888 -4.44306 -0.67462
H 5.45017 3.74202 2.06480
H -1.76746 -5.60990 -0.18227
H -1.72062 2.38560 -3.17162
H -3.03014 -2.54034 -1.28145
H 0.01937 1.23578 -1.80932
H -3.32736 -2.05929 1.72283
H 5.40489 3.23556 -2.24891
H 3.25298 2.58319 2.19720
H -2.78856 -0.92287 -0.70462
H -4.58088 1.76172 0.00866
H 1.58863 -1.40441 1.19897
H 6.53399 4.07507 -0.17884
H -3.93968 -5.66428 0.59739
H -5.16050 -3.67789 1.49143
H -4.59053 -1.44718 0.63396
H -0.58950 0.05714 1.61943
H -4.99642 -3.70792 -0.26946
H -2.64481 -4.46734 -1.21191
H -2.75039 0.76023 1.41081
H 1.59678 -2.14438 -0.39533
H -3.04082 -4.77439 1.81664
H -4.07983 2.50241 -2.32910
```

Output
- E_HOMO (spin up / spin down): -12.2 / -14.2 eV
- Max |F|: 7.90 eV/A
- Net charge: +2
- LUMO (spin up / spin down): -5.595 / -8.151 eV
- Spin multiplicity: 4

---

> Which value of max |F| does entry 3 give?

6.35 eV/A

---

> What is the max |F| in the fourth record?

5.74 eV/A